(1)
{"formula": "C48H139N9O17", "method": "ωB97M-V/def2-TZVPD", "spin_multiplicity": 2, "gap_ha": [0.0559, 0.3252], "homo_energy_ev": [0.45, -6.91], "s2": 0.75, "total_charge": -1, "elements": ["C", "O", "H", "H", "H", "H", "C", "O", "H", "H", "H", "H", "C", "O", "H", "H", "H", "H", "C", "O", "H", "H", "H", "H", "C", "C", "O", "H", "H", "H", "H", "H", "H", "C", "C", "O", "H", "H", "H", "H", "H", "H", "C", "C", "O", "H", "H", "H", "H", "H", "H", "C", "C", "O", "H", "H", "H", "H", "H", "H", "C", "C", "C", "O", "C", "N", "H", "H", "H", "H", "H", "H", "H", "H", "H", "H", "H", "C", "C", "C", "O", "C", "N", "H", "H", "H", "H", "H", "H", "H", "H", "H", "H", "H", "C", "C", "C", "O", "C", "N", "H", "H", "H", "H", "H", "H", "H", "H", "H", "H", "H", "C", "C", "C", "O", "C", "N", "H", "H", "H", "H", "H", "H", "H", "H", "H", "H", "H", "C", "C", "C", "O", "C", "N", "H", "H", "H", "H", "H", "H", "H", "H", "H", "H", "H", "C", "C", "C", "O", "C", "N", "H", "H", "H", "H", "H", "H", "H", "H", "H", "H", "H", "C", "C", "C", "O", "C", "N", "H", "H", "H", "H", "H", "H", "H", "H", "H", "H", "H", "C", "C", "C", "O", "C", "N", "H", "H", "H", "H", "H", "H", "H", "H", "H", "H", "H", "C", "C", "C", "O", "C", "N", "H", "H", "H", "H", "H", "H", "H", "H", "H", "H", "H"], "xyz": [[5.42567, 1.17560, -1.87230], [4.74553, 2.06391, -2.69243], [5.13454, 1.23483, -0.82358], [5.28580, 0.15410, -2.22594], [6.47618, 1.46629, -1.86604], [3.79517, 1.93169, -2.66206], [4.30229, -0.92546, -4.85162], [5.41344, -1.67647, -5.07729], [3.41209, -1.49914, -5.10957], [4.17133, -0.63179, -3.81013], [4.23076, 0.02955, -5.37215], [5.33735, -2.06682, -5.95103], [-0.99573, 6.29747, 1.14071], [-0.68270, 5.25159, 0.19634], [-2.07192, 6.45311, 1.21613], [-0.62815, 6.10632, 2.14890], [-0.58727, 7.20838, 0.70310], [0.25526, 5.19683, -0.00075], [3.88212, 2.43268, 2.49620], [3.49705, 1.94732, 3.79225], [3.09069, 3.01285, 2.02171], [4.77017, 3.05814, 2.58707], [3.95550, 1.59418, 1.80365], [4.07324, 1.21571, 4.02538], [-0.26734, 0.02499, -6.61696], [-0.10107, 0.56749, -5.22630], [0.90543, -0.15968, -4.53299], [-0.84086, -0.90188, -6.62688], [0.66094, -0.10178, -7.17402], [-0.88749, 0.78944, -7.08507], [-1.05264, 0.58291, -4.69490], [0.23979, 1.60239, -5.25614], [0.79845, -1.07314, -4.80824], [1.19889, 7.33007, -1.98687], [2.38070, 6.93060, -1.12705], [2.13680, 5.67038, -0.58272], [0.27310, 7.18830, -1.42927], [1.19263, 6.72596, -2.89413], [1.31295, 8.39985, -2.16194], [2.49728, 7.68022, -0.34437], [3.33097, 6.81299, -1.64787], [2.95229, 5.16439, -0.60611], [-0.00131, 5.03150, 5.19064], [1.42913, 4.55567, 4.67180], [1.61349, 3.27486, 5.23255], [-0.15652, 6.09082, 4.98605], [-0.14470, 5.00439, 6.27082], [-0.79578, 4.50838, 4.65842], [2.22664, 5.19048, 5.05793], [1.55237, 4.51745, 3.58946], [2.35075, 2.85095, 4.78719], [2.24288, 3.66114, -5.57551], [1.90617, 4.39415, -4.26432], [0.76049, 3.70089, -3.74575], [2.93784, 4.18317, -6.23325], [1.40173, 3.32022, -6.17911], [2.70938, 2.71291, -5.30842], [1.56642, 5.36555, -4.62356], [2.77493, 4.54952, -3.62463], [-0.00325, 3.83501, -4.31171], [-3.30757, -1.90256, 7.20848], [-4.47833, -0.82790, 7.00091], [-4.04515, 0.29861, 6.08098], [-2.78806, 0.83385, 6.47787], [-2.29520, 1.75842, 5.55319], [-5.62888, -1.56051, 6.50801], [-2.73545, -2.13590, 6.31052], [-3.57069, -2.82355, 7.72871], [-2.59167, -1.45328, 7.89676], [-4.67253, -0.44358, 8.00225], [-4.81764, 1.06194, 5.98775], [-4.00054, -0.04714, 5.04824], [-2.96312, 2.61975, 5.56346], [-2.26683, 1.44237, 4.51040], [-1.29617, 2.10103, 5.82273], [-6.38240, -0.90120, 6.37524], [-6.01157, -2.16489, 7.22101], [1.78456, -0.58274, -1.15331], [1.29361, 0.86151, -1.50850], [1.17185, 1.84553, -0.33780], [-0.00455, 1.49153, 0.35410], [-0.06526, 2.07545, 1.63837], [2.08058, 1.48752, -2.54570], [1.28994, -1.00092, -0.27663], [2.82363, -0.45979, -0.84784], [1.69393, -1.25356, -2.00765], [0.26875, 0.86778, -1.87962], [1.09102, 2.85344, -0.74484], [2.08325, 1.81547, 0.25932], [0.73546, 1.73952, 2.29723], [-1.00937, 1.76728, 2.08758], [-0.03370, 3.16333, 1.57808], [1.77036, 0.94637, -3.34006], [1.61496, 2.37092, -2.69705], [-5.03720, -4.62410, -0.80727], [-3.83349, -3.79616, -1.15562], [-3.70682, -2.41383, -0.43432], [-2.77899, -1.60307, -1.15747], [-2.61348, -0.29030, -0.70636], [-2.67687, -4.61945, -0.99952], [-5.94784, -4.17147, -1.19964], [-5.09048, -4.65764, 0.28091], [-4.98230, -5.65527, -1.15625], [-3.80841, -3.53983, -2.21476], [-3.45026, -2.44582, 0.62458], [-4.67119, -1.90635, -0.41077], [-2.37230, -0.15217, 0.34761], [-3.47547, 0.31565, -0.98543], [-1.80405, 0.23921, -1.20891], [-2.71055, -5.04137, -0.08249], [-1.94650, -3.92358, -0.95013], [-0.06446, -3.17711, -2.90303], [1.01150, -3.39618, -3.94465], [1.27655, -4.92938, -4.24191], [2.48934, -5.14843, -4.98570], [3.73669, -4.98127, -4.38020], [0.70439, -2.73467, -5.16210], [-1.03271, -3.59754, -3.17472], [-0.21048, -2.12693, -2.65024], [0.12586, -3.65896, -1.94403], [1.91415, -2.94219, -3.53574], [0.40390, -5.32488, -4.76168], [1.34911, -5.47539, -3.30132], [3.86192, -5.66316, -3.53910], [3.77274, -3.97542, -3.96180], [4.51696, -5.06981, -5.13614], [-0.16867, -3.10357, -5.51108], [1.38557, -3.09969, -5.81237], [-1.04088, -1.65692, 2.80473], [-0.32354, -2.42017, 3.91074], [0.01046, -1.44106, 5.03612], [0.41886, -2.17950, 6.17816], [0.97396, -1.41074, 7.23846], [-1.27960, -3.45303, 4.32407], [-2.08260, -1.44393, 3.04462], [-1.17857, -2.25345, 1.90290], [-0.45232, -0.80482, 2.46472], [0.54914, -2.99161, 3.59452], [-0.87964, -0.84410, 5.23478], [0.81338, -0.80413, 4.66497], [0.20964, -0.82021, 7.74362], [1.72145, -0.70894, 6.86855], [1.29381, -2.05613, 8.05654], [-0.95969, -3.90101, 5.17087], [-2.18670, -3.07114, 4.55085], [-3.46524, 2.50358, -2.98397], [-2.55189, 3.53268, -2.46637], [-3.06321, 4.96416, -2.75396], [-3.06635, 5.11686, -4.14945], [-3.18153, 6.47514, -4.56431], [-2.40403, 3.31782, -1.07154], [-4.46092, 2.45739, -2.54284], [-3.04525, 1.50846, -2.83752], [-3.51990, 2.65993, -4.06131], [-1.55604, 3.42721, -2.89677], [-2.46338, 5.69554, -2.21231], [-4.04611, 5.17437, -2.33227], [-2.38962, 7.07805, -4.11992], [-4.07892, 7.01412, -4.26050], [-3.20133, 6.51281, -5.65348], [-1.87807, 4.04135, -0.60253], [-1.72261, 2.57433, -1.01679], [4.54897, -2.65110, -0.77624], [4.84983, -3.89449, 0.07456], [4.88140, -5.22956, -0.71185], [5.15251, -6.37578, 0.04763], [4.26947, -6.71672, 1.12277], [6.09046, -3.59556, 0.69068], [3.59696, -2.63423, -1.30680], [5.36464, -2.56474, -1.49411], [4.61117, -1.74774, -0.16947], [4.08363, -3.97191, 0.84595], [5.56185, -5.11619, -1.55579], [3.96079, -5.29608, -1.29163], [4.49012, -7.70318, 1.53058], [3.24092, -6.72855, 0.76214], [4.37824, -6.04884, 1.97730], [6.87271, -3.53732, 0.05446], [6.28703, -4.40817, 1.25736], [-4.14314, 1.67939, 2.04999], [-4.99452, 2.90185, 1.70044], [-4.36485, 4.26993, 2.11792], [-4.57947, 4.37266, 3.48971], [-3.93780, 5.51098, 4.14400], [-5.18678, 2.86267, 0.22236], [-4.02689, 1.59606, 3.13056], [-3.11036, 1.77316, 1.71433], [-4.53620, 0.73006, 1.68616], [-5.97057, 2.79681, 2.17413], [-4.92885, 5.08747, 1.66889], [-3.33718, 4.34992, 1.76351], [-4.40967, 6.44606, 3.84223], [-2.88643, 5.53910, 3.85779], [-3.97731, 5.49562, 5.23317], [-4.30142, 2.76828, -0.25443], [-5.41405, 3.79635, -0.08860], [1.34194, -7.93378, -1.75402], [0.66869, -7.88210, -0.31986], [0.20979, -6.54299, 0.21316], [1.18712, -5.58240, 0.01450], [0.81647, -4.30978, 0.50749], [-0.46474, -8.82383, -0.27363], [1.72628, -8.89927, -2.08301], [2.12504, -7.17578, -1.77108], [0.71884, -7.53996, -2.55698], [1.44656, -8.22839, 0.36066], [0.03758, -6.73727, 1.27179], [-0.71266, -6.15444, -0.21837], [0.52707, -4.26502, 1.55742], [-0.04391, -3.85862, 0.01323], [1.68537, -3.68344, 0.30551], [0.00790, -9.56874, -0.76538], [-1.21785, -8.52767, -0.87796]]}

---

(2)
{"formula": "C13H16AlN2PSe", "method": "ωB97M-V/def2-TZVPD", "spin_multiplicity": 1, "gap_ha": [0.1387, 0.1387], "homo_energy_ev": [-4.70, -4.70], "total_charge": 0, "de_lowest_ev": 2.675, "elements": ["C", "C", "C", "C", "C", "Al", "P", "H", "H", "H", "H", "H", "H", "H", "H", "C", "N", "C", "Se", "N", "C", "C", "C", "C", "C", "C", "H", "H", "H", "H", "H", "H", "H", "H"], "xyz": [[-1.44745, -1.96899, -0.64912], [-0.19747, -2.56114, -0.74806], [0.23855, -3.03035, 0.52930], [-0.74415, -2.75571, 1.52976], [-1.83362, -2.10018, 0.97608], [-0.18991, 2.20794, 1.29512], [-0.72675, 2.09625, -0.95778], [-2.08683, -1.50921, -1.39949], [0.37676, -2.65718, -1.67259], [1.18643, -3.53596, 0.71599], [-2.75451, -1.73240, 1.42523], [-0.64514, -3.01343, 2.58649], [-2.12009, 2.40158, -1.16587], [-0.60961, 0.80278, -1.58898], [-0.07835, 2.97193, -1.90406], [1.56387, 4.01390, 1.98196], [2.50595, 3.15720, 1.24776], [2.58256, 1.79751, 1.26177], [1.33193, 0.57609, 2.00573], [3.69965, 1.47323, 0.53814], [4.37108, 2.63187, 0.12492], [5.53631, 2.82593, -0.60490], [5.93425, 4.15568, -0.81545], [5.18130, 5.23728, -0.31144], [3.99949, 5.01969, 0.41020], [3.63756, 3.69156, 0.60665], [2.12276, 4.66264, 2.67127], [0.88130, 3.39039, 2.63831], [0.99406, 4.65006, 1.29224], [4.00159, 0.51582, 0.36871], [6.08498, 1.96158, -0.97846], [6.84378, 4.37270, -1.37750], [5.53117, 6.25510, -0.48926], [3.37443, 5.81220, 0.81996]]}

---

(3)
{"formula": "C4H8NOP", "method": "ωB97M-V/def2-TZVPD", "spin_multiplicity": 1, "gap_ha": 0.3215, "homo_energy_ev": -8.55, "total_charge": 0, "de_lowest_ev": 4.338, "elements": ["C", "C", "C", "C", "N", "O", "P", "H", "H", "H", "H", "H", "H", "H", "H"], "xyz": [[-0.57467, 0.86006, 0.67083], [-0.55188, 1.22039, -1.68957], [-0.97935, 2.44966, -0.93625], [1.11851, -2.90495, 2.40856], [-0.23017, 0.33787, -0.51295], [-1.24093, 1.95478, 0.45206], [0.95737, -3.23205, 0.80851], [-1.29874, 0.67607, -2.25616], [0.35502, 1.36988, -2.37965], [-0.30513, 3.22450, -0.94857], [-2.10429, 2.81472, -1.26105], [0.22375, -0.54537, -0.74364], [0.31269, -2.92976, 3.15799], [2.01593, -2.41296, 2.64019], [2.30190, -2.88284, 0.58970]]}

---

no.,energy (eV)
1,-100239.044
2,-97946.649
3,-17099.985